Here is one molecule with the formula C4H8N2O at a distorted geometry from the OMol25 dataset. Energies are from ωB97M-V/def2-TZVPD.

Its SMILES is C[C@@](N)(C#N)CO. The value obtained for the total energy is -341.88364 a.u. The value obtained for the HOMO-LUMO gap is 9.383 eV. Its energy above the lowest of the compared OMol25 structures with the same formula, charge and spin is 3.266 eV.

Each atom is followed by the atoms it is bonded to, with distances in Å.
Geometry (Å):
1 C 0.039 0.351 1.283  C2 1.557, H8 1.134, H9 1.177, H10 1.068
2 C 0.741 0.336 -0.106  C1 1.557, N3 1.450, C4 1.435, C6 1.840
3 N 0.016 1.170 -1.045  C2 1.450, H11 1.086, H12 0.965
4 C 2.094 0.809 -0.167  C2 1.435, N5 1.170
5 N 3.220 1.123 -0.193  C4 1.170
6 C 0.860 -1.411 -0.672  C2 1.840, O7 1.396, H13 1.067, H14 1.153
7 O 0.364 -2.303 0.280  C6 1.396, H15 1.009
8 H -0.902 0.958 1.100  C1 1.134
9 H 0.783 0.928 1.989  C1 1.177
10 H -0.104 -0.638 1.660  C1 1.068
11 H 0.537 1.455 -1.954  N3 1.086
12 H -0.945 1.213 -1.119  N3 0.965
13 H 0.329 -1.456 -1.596  C6 1.067
14 H 1.979 -1.678 -0.601  C6 1.153
15 H -0.599 -2.403 -0.005  O7 1.009

Atom charges from the Löwdin analysis, given in e for atoms 1 to 4: C -0.0162; C -0.4783; N 0.0325; C -0.2255

=====

Here is one molecule with the formula C4H8N2O from the OMol25 dataset. Energies are from ωB97M-V/def2-TZVPD.

Its SMILES is C[C@@]1(C(N)=O)CN1. The value obtained for the total energy is -341.95788 a.u. The value obtained for the HOMO-LUMO gap is 10.582 eV. Its energy above the lowest of the compared OMol25 structures with the same formula, charge and spin is 1.245 eV.

Each atom is followed by the atoms it is bonded to, with distances in Å.
Geometry (Å):
1 C 0.713 -1.420 0.189  C2 1.507, H8 1.095, H9 1.092, H10 1.099
2 C 0.166 -0.080 -0.231  C1 1.507, C3 1.519, C6 1.474, N7 1.465
3 C 0.320 0.997 0.828  C2 1.519, N4 1.350, O5 1.219
4 N -0.869 1.427 1.301  C3 1.350, H11 1.009, H12 1.007
5 O 1.420 1.375 1.193  C3 1.219
6 C 0.207 0.386 -1.629  C2 1.474, N7 1.469, H13 1.087, H14 1.087
7 N -1.062 -0.045 -1.028  C2 1.465, C6 1.469, H15 1.019
8 H 0.787 -2.097 -0.669  C1 1.095
9 H 1.700 -1.287 0.637  C1 1.092
10 H 0.050 -1.880 0.935  C1 1.099
11 H -1.690 1.079 0.829  N4 1.009
12 H -0.932 2.193 1.952  N4 1.007
13 H 0.259 1.453 -1.834  C6 1.087
14 H 0.696 -0.254 -2.360  C6 1.087
15 H -1.290 -0.983 -1.353  N7 1.019

Atom charges from the Löwdin analysis, given in e for atoms 1 to 4: C -0.0133; C -0.4614; C -0.5096; N 0.1828

=====

Here is one molecule with the formula C4H8N2O from the OMol25 dataset. Energies are from ωB97M-V/def2-TZVPD.

The value obtained for the total energy is -341.87272 a.u. The value obtained for the HOMO-LUMO gap (spin up / spin down) is 8.059 / 8.006 eV. Its energy above the lowest of the compared OMol25 structures with the same formula, charge and spin is 3.563 eV.

Each atom is followed by the atoms it is bonded to, with distances in Å.
Geometry (Å):
1 N -0.078 -1.930 -0.197  C2 1.356, H8 1.009, H9 1.011
2 C -0.289 -1.141 -1.280  N1 1.356, O3 1.217, C4 1.534
3 O -0.362 -1.548 -2.425  C2 1.217
4 C -0.451 0.356 -0.990  C2 1.534, N5 1.464, H10 1.092, H11 1.098
5 N 0.096 0.823 0.285  C4 1.464, C6 1.360, C7 1.337
6 C -0.556 0.721 1.474  N5 1.360, H12 1.085, H13 1.082
7 C 1.338 1.281 0.467  N5 1.337, H14 1.081, H15 1.084
8 H -0.097 -2.929 -0.341  N1 1.009
9 H -0.229 -1.557 0.730  N1 1.011
10 H 0.008 0.902 -1.818  C4 1.092
11 H -1.527 0.572 -0.995  C4 1.098
12 H -1.522 1.188 1.637  C6 1.085
13 H 0.018 0.330 2.304  C6 1.082
14 H 1.450 2.137 1.117  C7 1.081
15 H 2.203 0.794 0.031  C7 1.084

Atom charges from the Löwdin analysis, given in e for atoms 1 to 4: N 0.1740; C -0.5295; O 0.0473; C -0.0530

=====

Here is one molecule with the formula C4H8N2O at a distorted geometry from the OMol25 dataset. Energies are from ωB97M-V/def2-TZVPD.

Its SMILES is N#C[C@@H](N)CCO. The value obtained for the total energy is -341.94341 a.u. The value obtained for the HOMO-LUMO gap is 10.736 eV. Its energy above the lowest of the compared OMol25 structures with the same formula, charge and spin is 1.639 eV.

Each atom is followed by the atoms it is bonded to, with distances in Å.
Geometry (Å):
1 N -2.036 2.437 -0.434  C2 1.157
2 C -1.510 1.451 -0.136  N1 1.157, C3 1.476
3 C -0.824 0.206 0.259  C2 1.476, N4 1.462, C5 1.545, H8 1.102
4 N -1.819 -0.850 0.435  C3 1.462, H9 1.017, H10 1.016
5 C 0.204 -0.221 -0.813  C3 1.545, C6 1.516, H11 1.094, H12 1.095
6 C 1.628 0.074 -0.384  C5 1.516, O7 1.418, H13 1.101, H14 1.100
7 O 1.868 -0.689 0.787  C6 1.418, H15 0.964
8 H -0.272 0.435 1.185  C3 1.102
9 H -1.337 -1.669 0.797  N4 1.017
10 H -2.503 -0.577 1.136  N4 1.016
11 H -0.010 0.256 -1.774  C5 1.094
12 H 0.101 -1.302 -0.960  C5 1.095
13 H 1.750 1.151 -0.188  C6 1.101
14 H 2.324 -0.201 -1.189  C6 1.100
15 H 2.731 -0.447 1.141  O7 0.964

Atom charges from the Löwdin analysis, given in e for atoms 1 to 4: N 0.1474; C -0.1820; C -0.3971; N 0.0404

=====

Here is one molecule with the formula C4H8N2O from the OMol25 dataset. Energies are from ωB97M-V/def2-TZVPD.

Its SMILES is NC(=O)CN1CC1. The value obtained for the total energy is -341.93392 a.u. The value obtained for the HOMO-LUMO gap is 10.148 eV. Its energy above the lowest of the compared OMol25 structures with the same formula, charge and spin is 1.897 eV.

Each atom is followed by the atoms it is bonded to, with distances in Å.
Geometry (Å):
1 N 1.980 -0.129 -1.334  C2 1.364, H8 1.009, H9 1.007
2 C 1.348 -0.703 -0.271  N1 1.364, O3 1.219, C4 1.523
3 O 1.279 -1.911 -0.123  C2 1.219
4 C 0.723 0.281 0.710  C2 1.523, N5 1.471, H10 1.094, H11 1.097
5 N -0.538 0.861 0.221  C4 1.471, C6 1.453, C7 1.458
6 C -1.775 0.254 0.678  N5 1.453, C7 1.479, H12 1.090, H13 1.088
7 C -1.346 0.108 -0.730  N5 1.458, C6 1.479, H14 1.090, H15 1.087
8 H 2.276 -0.740 -2.080  N1 1.009
9 H 1.852 0.847 -1.546  N1 1.007
10 H 0.575 -0.259 1.650  C4 1.094
11 H 1.419 1.106 0.900  C4 1.097
12 H -1.701 -0.638 1.302  C6 1.090
13 H -2.570 0.943 0.956  C6 1.088
14 H -1.010 -0.880 -1.043  C7 1.090
15 H -1.805 0.709 -1.511  C7 1.087

Atom charges from the Löwdin analysis, given in e for atoms 1 to 4: N 0.1666; C -0.5538; O 0.0444; C -0.1235

=====

Here is one molecule with the formula C4H8N2O at a distorted geometry from the OMol25 dataset. Energies are from ωB97M-V/def2-TZVPD.

Its SMILES is C=C=C(O)C(N)N. The value obtained for the total energy is -341.81496 a.u. The value obtained for the HOMO-LUMO gap (spin up / spin down) is 7.519 / 7.631 eV. Its energy above the lowest of the compared OMol25 structures with the same formula, charge and spin is 5.134 eV.

Each atom is followed by the atoms it is bonded to, with distances in Å.
Geometry (Å):
1 C -0.710 -2.169 -1.534  C2 1.303, H8 1.084, H9 1.085
2 C -0.588 -1.149 -0.733  C1 1.303, C3 1.309
3 C -0.461 -0.287 0.244  C2 1.309, O4 1.385, C5 1.508
4 O -1.438 -0.281 1.226  C3 1.385, H10 0.973
5 C 0.407 0.935 0.091  C3 1.508, N6 1.434, N7 1.435, H11 1.130
6 N 1.802 0.685 0.307  C5 1.434, H12 1.016, H13 1.018
7 N 0.138 1.976 1.041  C5 1.435, H14 1.019, H15 1.020
8 H 0.091 -2.446 -2.209  C1 1.084
9 H -1.614 -2.769 -1.535  C1 1.085
10 H -1.941 -1.109 1.141  O4 0.973
11 H 0.206 1.243 -0.978  C5 1.130
12 H 2.167 0.152 -0.477  N6 1.016
13 H 2.263 1.592 0.286  N6 1.018
14 H 0.545 1.653 1.918  N7 1.019
15 H -0.867 1.974 1.216  N7 1.020

Atom charges from the Löwdin analysis, given in e for atoms 1 to 4: C -0.0007; C -0.0498; C -0.2854; O 0.0369

=====

Here is one molecule with the formula C4H8N2O at a distorted geometry from the OMol25 dataset. Energies are from ωB97M-V/def2-TZVPD.

The value obtained for the total energy is -341.75927 a.u. The value obtained for the HOMO-LUMO gap (spin up / spin down) is 7.777 / 8.491 eV. Its energy above the lowest of the compared OMol25 structures with the same formula, charge and spin is 6.650 eV.

Each atom is followed by the atoms it is bonded to, with distances in Å.
Geometry (Å):
1 C 0.659 2.394 0.619  N2 1.454, H8 1.095, H9 1.091, H10 1.096
2 N 0.206 1.182 -0.044  C1 1.454, C3 1.318, H11 1.020
3 C 0.306 0.012 0.553  N2 1.318, C5 1.409
4 N 0.016 -2.296 1.868  O6 1.280, H12 1.041
5 C -0.088 -1.149 -0.143  C3 1.409, O6 1.339, C7 1.499
6 O -0.031 -2.268 0.590  N4 1.280, C5 1.339
7 C -0.682 -1.430 -1.491  C5 1.499, H13 1.094, H14 1.095, H15 1.100
8 H 1.417 2.914 0.023  C1 1.095
9 H 1.094 2.085 1.571  C1 1.091
10 H -0.177 3.076 0.809  C1 1.096
11 H -0.165 1.309 -0.985  N2 1.020
12 H 0.008 -1.291 2.140  N4 1.041
13 H -0.215 -0.854 -2.295  C7 1.094
14 H -0.594 -2.494 -1.731  C7 1.095
15 H -1.756 -1.192 -1.484  C7 1.100

Atom charges from the Löwdin analysis, given in e for atoms 1 to 4: C -0.0926; N -0.0954; C -0.0609; N 0.0825

=====

Here is one molecule with the formula C4H8N2O from the OMol25 dataset. Energies are from ωB97M-V/def2-TZVPD.

Its SMILES is O=C1NCCCN1. The value obtained for the total energy is -342.00169 a.u. The value obtained for the HOMO-LUMO gap is 10.262 eV. Its energy above the lowest of the compared OMol25 structures with the same formula, charge and spin is 0.053 eV.

Each atom is followed by the atoms it is bonded to, with distances in Å.
Geometry (Å):
1 O -1.067 1.265 2.309  C2 1.219
2 C -0.614 0.746 1.303  O1 1.219, N3 1.376, N7 1.375
3 N 0.665 0.984 0.857  C2 1.376, C4 1.447, H8 1.007
4 C 1.141 0.575 -0.447  N3 1.447, C5 1.523, H9 1.102, H10 1.093
5 C 0.654 -0.846 -0.696  C4 1.523, C6 1.523, H11 1.095, H12 1.096
6 C -0.868 -0.860 -0.637  C5 1.523, N7 1.456, H13 1.095, H14 1.101
7 N -1.331 -0.149 0.545  C2 1.375, C6 1.456, H15 1.008
8 H 1.172 1.658 1.407  N3 1.007
9 H 0.774 1.233 -1.251  C4 1.102
10 H 2.234 0.627 -0.455  C4 1.093
11 H 1.075 -1.506 0.069  C5 1.095
12 H 0.977 -1.209 -1.679  C5 1.096
13 H -1.250 -1.885 -0.592  C6 1.095
14 H -1.265 -0.401 -1.555  C6 1.101
15 H -2.297 -0.232 0.820  N7 1.008

Atom charges from the Löwdin analysis, given in e for atoms 1 to 4: O 0.0336; C -0.5780; N 0.0609; C -0.1960